Entry from OMol25: a structure of composition C3H6FN3 at a distorted geometry (ωB97M-V/def2-TZVPD).

Cartesian coordinates (Å):
C  1.09  -1.00  0.07
C  -1.18  -0.10  -0.21
C  -2.47  -0.33  0.15
H  0.16  1.61  -0.28
H  1.55  1.22  1.48
H  2.99  -0.05  -0.69
H  1.67  -1.83  0.12
H  -1.00  0.86  -0.98
H  -2.63  -1.18  0.72
N  1.63  1.38  0.16
N  1.84  -0.01  -0.36
N  -0.20  -1.10  -0.04
F  -3.45  0.54  -0.15

Output
- frontier orbital gap (eV) = 8.91
- energy relative to the best compared isomer or geometry (same formula, charge and spin) (kJ/mol) = 692.9
- E_tot (eV) = -10388.431
- LUMO level (eV) = 0.34
- HOMO (eV) = -8.57

Per-atom Mulliken charges, elementary charge units: number 1, C, carries -0.064; number 2, C, carries -0.084; number 3, C, carries -0.221; number 4, H, carries 0.290; number 5, H, carries 0.257; number 6, H, carries 0.301; number 7, H, carries 0.408; number 8, H, carries 0.190; number 9, H, carries 0.425; number 10, N, carries -0.617; number 11, N, carries -0.173; number 12, N, carries -0.464; number 13, F, carries -0.249



Entry from OMol25: the molecule C3H6FN3O at a distorted geometry (ωB97M-V/def2-TZVPD).

Cartesian coordinates (Å):
O  1.21  -0.85  -2.56
N  0.44  0.34  -2.74
C  0.28  0.98  -1.67
N  0.53  0.49  -0.33
N  -0.37  1.20  0.57
C  -0.75  0.57  1.66
C  -0.13  -0.70  2.03
F  -0.53  -1.64  1.12
H  0.68  -1.18  -3.59
H  -0.06  1.98  -1.60
H  0.02  -0.52  -0.44
H  -1.53  1.05  2.26
H  -0.64  -0.97  2.97
H  0.84  -0.74  2.32

Output
- frontier orbital gap (eV) = 9.57
- energy relative to the best compared isomer or geometry (same formula, charge and spin) (kJ/mol) = 448.7
- E_tot (eV) = -12437.949
- LUMO level (eV) = 0.49
- HOMO (eV) = -9.09
- SMILES = O/N=C\N/N=C\CF

Per-atom Mulliken charges, elementary charge units: number 1, O, carries -0.411; number 2, N, carries -0.450; number 3, C, carries 0.023; number 4, N, carries -0.277; number 5, N, carries -0.399; number 6, C, carries -0.132; number 7, C, carries -0.248; number 8, F, carries -0.291; number 9, H, carries 0.434; number 10, H, carries 0.449; number 11, H, carries 0.360; number 12, H, carries 0.384; number 13, H, carries 0.225; number 14, H, carries 0.332



Entry from OMol25: a cluster of 2 separate species, C3H6FNO in total at a distorted geometry (ωB97M-V/def2-TZVPD).

Cartesian coordinates (Å):
C  -1.10  0.60  0.08
C  0.16  0.95  0.74
C  0.96  -2.29  0.60
N  1.32  -2.16  -0.59
O  0.08  0.51  -0.59
F  1.54  -3.41  1.12
H  -1.55  -0.42  0.30
H  -1.70  1.41  -0.26
H  0.61  0.15  1.48
H  0.51  1.92  1.05
H  1.79  -2.92  -1.03
H  0.80  -1.26  -0.88

Output
- frontier orbital gap (eV) = 10.25
- energy relative to the best compared isomer or geometry (same formula, charge and spin) (kJ/mol) = 397.1
- E_tot (eV) = -9459.679
- LUMO level (eV) = 1.14
- HOMO (eV) = -9.11

Per-atom Mulliken charges, elementary charge units: number 1, C, carries -0.183; number 2, C, carries -0.234; number 3, C, carries -0.373; number 4, N, carries -0.102; number 5, O, carries -0.461; number 6, F, carries -0.185; number 7, H, carries 0.229; number 8, H, carries 0.257; number 9, H, carries 0.144; number 10, H, carries 0.253; number 11, H, carries 0.205; number 12, H, carries 0.449



Entry from OMol25: the molecule C3H6FNS2 at a distorted geometry (ωB97M-V/def2-TZVPD).

Cartesian coordinates (Å):
N  0.12  -1.54  0.63
C  -0.03  -0.12  0.40
C  -1.18  -0.02  -0.63
F  -1.57  1.25  -0.88
C  1.18  0.58  -0.15
S  2.46  -0.22  -0.79
S  1.23  2.28  0.23
H  0.56  -2.12  -0.15
H  0.66  -1.80  1.45
H  -0.36  0.29  1.32
H  -0.95  -0.44  -1.60
H  -2.01  -0.65  -0.26
H  -0.10  2.50  0.43

Output
- frontier orbital gap (eV) = 8.56
- energy relative to the best compared isomer or geometry (same formula, charge and spin) (kJ/mol) = 0.0
- E_tot (eV) = -29085.514
- LUMO level (eV) = -0.42
- HOMO (eV) = -8.98
- SMILES = N[C@H](CF)C(=S)S

Per-atom Mulliken charges, elementary charge units: number 1, N, carries -0.703; number 2, C, carries -0.204; number 3, C, carries -0.382; number 4, F, carries -0.275; number 5, C, carries 0.282; number 6, S, carries -0.246; number 7, S, carries -0.183; number 8, H, carries 0.268; number 9, H, carries 0.236; number 10, H, carries 0.435; number 11, H, carries 0.285; number 12, H, carries 0.330; number 13, H, carries 0.158



Entry from OMol25: a cluster of 2 separate species, C3H6FO2S in total at a distorted geometry (ωB97M-V/def2-TZVPD).

Cartesian coordinates (Å):
C  1.78  0.03  0.03
C  0.32  -0.35  0.45
C  -0.69  0.48  -0.35
O  -2.89  0.40  1.02
O  -2.25  -1.66  -0.06
F  -0.66  1.79  -0.19
S  -2.56  -0.26  -0.29
H  2.53  -0.54  0.62
H  2.12  1.12  0.26
H  1.72  0.06  -1.10
H  0.26  -0.24  1.46
H  0.29  -1.42  0.28
H  0.04  0.60  -2.14

Output
- frontier orbital gap (eV) = 7.67
- energy relative to the best compared isomer or geometry (same formula, charge and spin) (kJ/mol) = 326.2
- net charge = -1
- E_tot (eV) = -20853.190
- LUMO level (eV) = 3.97
- HOMO (eV) = -3.70

Per-atom Mulliken charges, elementary charge units: number 1, C, carries -1.074; number 2, C, carries -0.347; number 3, C, carries -0.168; number 4, O, carries -0.638; number 5, O, carries -0.594; number 6, F, carries -0.226; number 7, S, carries 0.425; number 8, H, carries 0.338; number 9, H, carries 0.201; number 10, H, carries 0.281; number 11, H, carries 0.411; number 12, H, carries 0.296; number 13, H, carries 0.095



Entry from OMol25: a structure of composition C3H6GaO at a distorted geometry (ωB97M-V/def2-TZVPD).

Cartesian coordinates (Å):
C  -0.28  0.92  -1.13
C  0.80  0.44  -0.18
O  0.23  -0.94  0.02
C  -0.64  -0.98  1.11
Ga  -0.12  -0.95  -1.86
H  -1.23  0.76  -0.09
H  0.70  1.02  0.74
H  1.90  0.43  -0.18
H  -1.16  -1.94  1.21
H  -0.21  -0.58  2.04
H  0.02  1.81  -1.69

Output
- frontier orbital gap (alpha / beta) (eV) = 5.81 / 8.77
- 2S+1 = 2
- net charge = +2
- E_tot (eV) = -57604.937
- LUMO level (alpha / beta) (eV) = -13.53 / -12.95
- HOMO (alpha / beta) (eV) = -19.33 / -21.73

Per-atom Mulliken charges, elementary charge units: number 1, C, carries -0.422; number 2, C, carries -0.432; number 3, O, carries 0.030; number 4, C, carries -0.089; number 5, Ga, carries 0.701; number 6, H, carries 0.383; number 7, H, carries 0.391; number 8, H, carries 0.387; number 9, H, carries 0.285; number 10, H, carries 0.339; number 11, H, carries 0.426



Entry from OMol25: a structure of composition C3H6HgO4 at a distorted geometry (ωB97M-V/def2-TZVPD).

Cartesian coordinates (Å):
O  1.83  -0.21  -1.19
O  3.65  -0.78  0.01
C  2.67  0.05  -0.28
O  2.58  1.12  0.37
H  -1.49  1.82  0.15
Hg  0.94  1.48  -0.66
O  -0.91  1.17  -0.28
H  3.51  -1.63  -0.43
C  -1.50  -0.09  -0.35
C  -2.47  -0.46  0.69
H  -1.73  -0.90  1.43
H  -3.22  -1.18  0.33
H  -0.89  -0.79  -0.93
H  -2.96  0.41  1.15

Output
- frontier orbital gap (alpha / beta) (eV) = 6.94 / 9.43
- energy relative to the best compared isomer or geometry (same formula, charge and spin) (kJ/mol) = 0.0
- 2S+1 = 2
- net charge = +1
- E_tot (eV) = -15561.260
- LUMO level (alpha / beta) (eV) = -5.47 / -5.45
- HOMO (alpha / beta) (eV) = -12.41 / -14.87

Per-atom Mulliken charges, elementary charge units: number 1, O, carries -0.636; number 2, O, carries -0.385; number 3, C, carries 0.941; number 4, O, carries -0.614; number 5, H, carries 0.332; number 6, Hg, carries 1.251; number 7, O, carries -0.675; number 8, H, carries 0.372; number 9, C, carries -0.025; number 10, C, carries -0.981; number 11, H, carries 0.260; number 12, H, carries 0.308; number 13, H, carries 0.503; number 14, H, carries 0.350



Entry from OMol25: a structure of composition C3H6I3N at a distorted geometry (ωB97M-V/def2-TZVPD).

Cartesian coordinates (Å):
C  -1.00  -1.24  1.29
C  1.33  0.91  -1.02
C  0.15  0.71  -0.15
N  -0.07  -1.10  0.21
I  2.07  2.93  -0.70
I  -1.67  1.54  -0.86
I  -0.67  -1.96  -1.55
H  -0.47  -0.97  2.21
H  -1.91  -0.64  1.20
H  -1.29  -2.29  1.35
H  2.13  0.23  -0.76
H  1.09  0.84  -2.08
H  0.30  1.03  0.88

Output
- frontier orbital gap (eV) = 8.61
- energy relative to the best compared isomer or geometry (same formula, charge and spin) (kJ/mol) = 50.3
- E_tot (eV) = -28998.331
- LUMO level (eV) = -0.25
- HOMO (eV) = -8.86

Per-atom Mulliken charges, elementary charge units: number 1, C, carries -0.741; number 2, C, carries -1.011; number 3, C, carries -0.575; number 4, N, carries -0.476; number 5, I, carries 0.061; number 6, I, carries 0.227; number 7, I, carries 0.128; number 8, H, carries 0.311; number 9, H, carries 0.293; number 10, H, carries 0.311; number 11, H, carries 0.439; number 12, H, carries 0.455; number 13, H, carries 0.577



Entry from OMol25: a structure of composition C3H6IN2 at a distorted geometry (ωB97M-V/def2-TZVPD).

Cartesian coordinates (Å):
C  1.80  -0.88  0.25
C  -1.45  0.47  0.03
C  -0.54  -0.76  -0.22
N  -0.89  1.60  0.01
N  0.79  -0.21  -0.05
I  3.57  0.14  0.13
H  -2.48  0.32  0.19
H  1.79  -1.84  0.70
H  -0.80  -1.63  0.31
H  -0.67  -1.04  -1.21
H  -1.28  2.54  -0.03
H  0.17  1.29  -0.12

Output
- frontier orbital gap (alpha / beta) (eV) = 5.52 / 6.26
- energy relative to the best compared isomer or geometry (same formula, charge and spin) (kJ/mol) = 83.7
- 2S+1 = 3
- net charge = +1
- E_tot (eV) = -14276.617
- LUMO level (alpha / beta) (eV) = -4.25 / -7.66
- HOMO (alpha / beta) (eV) = -9.77 / -13.92

Per-atom Mulliken charges, elementary charge units: number 1, C, carries -0.495; number 2, C, carries -0.131; number 3, C, carries -0.528; number 4, N, carries -0.178; number 5, N, carries -0.388; number 6, I, carries 0.381; number 7, H, carries 0.444; number 8, H, carries 0.465; number 9, H, carries 0.424; number 10, H, carries 0.339; number 11, H, carries 0.229; number 12, H, carries 0.439



Entry from OMol25: a cluster of 2 separate species, C3H6IN2O in total at a distorted geometry (ωB97M-V/def2-TZVPD).

Cartesian coordinates (Å):
C  -0.73  -2.15  0.40
C  0.15  1.51  -1.35
C  0.67  0.98  -0.28
N  -0.79  -2.69  -0.64
N  0.16  1.04  1.13
O  -0.74  -1.36  1.25
I  2.45  -0.11  -0.27
H  -0.75  2.09  -1.22
H  0.71  1.15  -2.29
H  -1.20  -3.49  -0.94
H  -0.65  0.40  1.12
H  -0.12  1.98  1.37
H  0.84  0.64  1.72

Output
- frontier orbital gap (eV) = 10.24
- energy relative to the best compared isomer or geometry (same formula, charge and spin) (kJ/mol) = 121.5
- net charge = +1
- E_tot (eV) = -16328.452
- LUMO level (eV) = -3.47
- HOMO (eV) = -13.71

Per-atom Mulliken charges, elementary charge units: number 1, C, carries 0.554; number 2, C, carries -0.467; number 3, C, carries -0.123; number 4, N, carries -0.302; number 5, N, carries -0.243; number 6, O, carries -0.537; number 7, I, carries 0.202; number 8, H, carries 0.290; number 9, H, carries 0.241; number 10, H, carries 0.280; number 11, H, carries 0.416; number 12, H, carries 0.363; number 13, H, carries 0.327



Entry from OMol25: the ion C3H6IN3 with charge +2 at a distorted geometry (ωB97M-V/def2-TZVPD).

Cartesian coordinates (Å):
H  0.24  -2.26  2.17
N  0.43  -1.36  1.77
C  1.03  -0.98  0.75
N  1.29  0.37  0.25
C  0.58  1.03  -0.59
N  -0.72  0.90  -1.02
C  -1.73  0.20  -0.45
I  -3.49  -0.11  -1.26
H  1.68  -1.64  0.31
H  2.25  0.67  0.65
H  1.02  1.78  -1.31
H  -0.91  1.57  -1.87
H  -1.66  -0.17  0.60

Output
- frontier orbital gap (eV) = 7.43
- energy relative to the best compared isomer or geometry (same formula, charge and spin) (kJ/mol) = 124.1
- net charge = +2
- E_tot (eV) = -15757.595
- LUMO level (eV) = -11.15
- HOMO (eV) = -18.58
- SMILES = [H]/N=C/[NH+]=C\[NH+]=C\I

Per-atom Mulliken charges, elementary charge units: number 1, H, carries 0.308; number 2, N, carries -0.387; number 3, C, carries -0.295; number 4, N, carries -0.095; number 5, C, carries 0.200; number 6, N, carries -0.148; number 7, C, carries -0.234; number 8, I, carries 0.621; number 9, H, carries 0.506; number 10, H, carries 0.395; number 11, H, carries 0.359; number 12, H, carries 0.349; number 13, H, carries 0.421



Entry from OMol25: the molecule C3H6INO at a distorted geometry (ωB97M-V/def2-TZVPD).

Cartesian coordinates (Å):
I  -2.93  0.27  -0.03
C  -0.89  0.06  0.61
C  0.02  0.89  -0.27
C  1.05  -0.17  -0.80
O  0.44  -1.43  -0.42
N  -0.40  -1.33  0.70
H  -0.78  0.29  1.71
H  0.65  1.72  0.15
H  -0.43  1.27  -1.08
H  1.25  -0.03  -1.94
H  1.93  -0.15  -0.18
H  0.09  -1.38  1.55

Output
- frontier orbital gap (eV) = 9.75
- energy relative to the best compared isomer or geometry (same formula, charge and spin) (kJ/mol) = 234.0
- E_tot (eV) = -14843.611
- LUMO level (eV) = 0.55
- HOMO (eV) = -9.20
- SMILES = I[C@@H]1CCON1

Per-atom Mulliken charges, elementary charge units: number 1, I, carries 0.021; number 2, C, carries -0.293; number 3, C, carries -0.598; number 4, C, carries -0.351; number 5, O, carries -0.332; number 6, N, carries -0.232; number 7, H, carries 0.397; number 8, H, carries 0.229; number 9, H, carries 0.344; number 10, H, carries 0.271; number 11, H, carries 0.274; number 12, H, carries 0.271